Record 1
This record from OMol25 describes a cluster of 9 separate species, C17H30F5N3O17 in total at a distorted geometry. The level of theory is ωB97M-V/def2-TZVPD.

Structure (ORCA input):
```
! wB97M-V def2-TZVPD RIJCOSX def2/J DEFGRID3
* xyz 2 1
N -0.997 3.764 -3.385
H -0.346 3.976 -4.147
H -0.618 2.995 -2.757
H -1.922 3.518 -3.720
H -1.004 4.630 -2.840
N -3.489 0.234 -1.760
H -3.548 0.835 -2.577
H -2.640 0.467 -1.186
H -3.478 -0.778 -1.994
H -4.303 0.488 -1.199
N -2.442 3.203 1.260
H -1.925 3.107 2.140
H -2.239 4.119 0.862
H -3.453 3.175 1.400
H -2.156 2.406 0.602
C 0.816 0.263 -0.589
C -0.422 1.064 -0.911
O -0.534 1.440 -2.122
O -1.336 1.170 -0.024
H 0.942 -0.034 0.444
H 1.617 0.947 -0.872
H 0.796 -0.623 -1.217
C -0.282 -3.649 -4.157
C 0.275 -2.349 -3.616
O -0.907 -1.717 -3.156
C -1.764 -2.683 -2.792
O -2.859 -2.490 -2.332
O -1.328 -3.884 -3.173
F 0.771 -1.588 -4.630
H 0.400 -4.486 -4.238
H -0.767 -3.441 -5.111
H 1.021 -2.413 -2.824
C 2.098 -3.135 4.527
C 2.202 -1.622 4.596
O 1.748 -1.271 3.292
C 2.063 -2.282 2.445
O 2.050 -2.227 1.256
O 2.254 -3.415 3.141
F 3.458 -1.179 4.787
H 1.099 -3.437 4.847
H 2.826 -3.610 5.181
H 1.490 -1.148 5.269
C -1.516 -1.560 1.832
C -1.917 -2.451 0.657
O -1.923 -3.747 1.171
C -1.490 -3.729 2.475
O -1.406 -4.708 3.128
O -1.198 -2.479 2.874
F -0.912 -2.371 -0.303
H -2.399 -1.008 2.171
H -0.685 -0.889 1.652
H -2.846 -2.234 0.138
C 0.283 1.996 5.213
C -0.960 1.856 4.333
O -0.424 1.668 3.038
C 0.931 1.783 3.053
O 1.620 1.791 2.092
O 1.367 1.854 4.319
F -1.744 2.974 4.317
H 0.306 1.219 5.977
H 0.309 2.954 5.735
H -1.577 0.988 4.560
C 3.006 2.457 -3.052
C 2.519 1.226 -3.811
O 3.658 0.632 -4.283
C 4.699 1.546 -4.270
O 5.702 1.398 -4.860
O 4.358 2.596 -3.488
F 1.673 1.656 -4.832
H 2.988 2.349 -1.968
H 2.484 3.357 -3.376
H 1.927 0.535 -3.215
*
```

Results
* E: -2608.039772 a.u.
* HOMO energy: -15.14 eV
* relative energy (zero: lowest compared OMol25 entry of this formula, charge and spin): 0.0 kcal per mole

***

Record 2
This record from OMol25 describes the molecule C17H30N4OS. The level of theory is ωB97M-V/def2-TZVPD.

Structure (ORCA input):
```
! wB97M-V def2-TZVPD RIJCOSX def2/J DEFGRID3
* xyz 0 1
C -1.659 5.321 3.457
S -2.409 5.483 1.810
C -2.394 3.817 1.307
N -1.883 2.918 2.142
C -1.893 1.663 1.736
C -2.407 1.273 0.502
C -2.412 -0.163 0.074
N -1.135 -0.789 0.368
C -1.171 -2.229 0.230
C 0.161 -2.794 0.701
N 1.267 -2.290 -0.096
C 2.528 -2.913 0.309
C 3.317 -3.475 -0.878
C 2.506 -4.467 -1.718
C 3.161 -4.649 -3.086
C 2.369 -5.819 -1.021
C 1.286 -0.831 -0.058
C 2.369 -0.238 -0.967
C 2.193 -0.609 -2.445
O 3.419 -0.623 -3.144
C -0.079 -0.281 -0.483
C -2.902 2.309 -0.287
N -2.900 3.567 0.106
H -2.279 4.674 4.068
H -1.615 6.321 3.875
H -0.664 4.900 3.355
H -1.467 0.937 2.416
H -2.674 -0.230 -0.998
H -3.182 -0.697 0.641
H -1.974 -2.630 0.853
H -1.350 -2.532 -0.817
H 0.138 -3.881 0.604
H 0.285 -2.536 1.769
H 3.156 -2.203 0.865
H 2.309 -3.734 0.996
H 3.644 -2.662 -1.524
H 4.212 -3.969 -0.491
H 1.507 -4.042 -1.859
H 4.162 -5.062 -2.972
H 3.242 -3.696 -3.603
H 2.579 -5.330 -3.703
H 3.349 -6.268 -0.870
H 1.885 -5.716 -0.053
H 1.772 -6.499 -1.626
H 1.478 -0.481 0.977
H 3.349 -0.595 -0.646
H 2.360 0.849 -0.849
H 1.491 0.079 -2.935
H 1.802 -1.625 -2.521
H 3.809 0.257 -3.105
H -0.058 0.810 -0.405
H -0.267 -0.553 -1.535
H -3.316 2.125 -1.271
*
```

Results
* structure (SMILES): CSc1ncc(CN2CCN(CCC(C)C)[C@@H](CCO)C2)cn1
* E: -1358.216380 a.u.
* HOMO energy: -8.49 eV
* relative energy (zero: lowest compared OMol25 entry of this formula, charge and spin): 0.5 kcal per mole

***

Record 3
This record from OMol25 describes a structure of composition C17H31CdF3O2P2 at a distorted geometry. The level of theory is ωB97M-V/def2-TZVPD.

Structure (ORCA input):
```
! wB97M-V def2-TZVPD RIJCOSX def2/J DEFGRID3
* xyz 0 1
P 0.556 -1.485 -4.771
P 1.232 1.891 -3.942
C 0.648 -0.063 -5.894
C 1.655 1.048 -5.562
H -0.376 0.326 -6.022
H 0.938 -0.492 -6.858
H 2.699 0.698 -5.479
H 1.588 1.846 -6.315
C -0.054 2.953 -4.907
H -0.612 3.688 -4.306
H -0.806 2.317 -5.394
H 0.470 3.503 -5.713
C 2.345 3.309 -3.630
H 2.116 4.171 -4.283
H 3.416 3.051 -3.650
H 2.099 3.595 -2.601
C -0.315 -2.600 -5.994
H -0.476 -3.606 -5.574
H 0.268 -2.694 -6.925
H -1.303 -2.192 -6.262
C 2.205 -2.214 -4.647
H 2.968 -1.418 -4.582
H 2.397 -2.825 -5.538
H 2.245 -2.839 -3.743
Cd 3.371 0.392 -2.987
C -2.260 1.039 -3.734
C -2.947 0.621 -4.806
C -4.115 -0.278 -4.799
C -3.821 -1.375 -3.740
C -2.564 -2.135 -3.916
C -1.343 -1.961 -3.324
C -0.937 -0.840 -2.373
C -1.796 0.450 -2.469
C 3.115 -0.339 -1.048
H -1.910 2.084 -3.759
H -2.671 1.131 -5.738
H -4.341 -0.713 -5.782
H -5.027 0.286 -4.501
H -3.898 -0.831 -2.776
H -4.621 -2.122 -3.862
H -2.699 -3.049 -4.505
H -0.727 -2.870 -3.179
H 0.154 -0.593 -2.342
H -1.145 -1.213 -1.349
H -2.576 0.231 -1.728
H -1.191 1.292 -2.069
H 3.959 -0.092 -0.383
H 3.012 -1.415 -1.187
H 2.123 0.084 -0.759
F -0.537 2.685 2.129
C 0.145 1.817 1.340
F 1.017 1.122 2.152
F -0.750 0.892 0.859
C 0.915 2.576 0.151
O 1.051 3.793 0.309
O 1.254 1.845 -0.829
*
```

Results
* E: -1966.623113 a.u.
* HOMO energy: -7.36 eV
* relative energy (zero: lowest compared OMol25 entry of this formula, charge and spin): 116.0 kcal per mole

***

Record 4
This record from OMol25 describes a cluster of 5 separate species, C17H31F6N3O7 in total at a distorted geometry. The level of theory is ωB97M-V/def2-TZVPD.

Structure (ORCA input):
```
! wB97M-V def2-TZVPD RIJCOSX def2/J DEFGRID3
* xyz -1 2
C 6.501 1.490 1.504
C 5.968 2.225 0.351
O 6.537 3.216 -0.176
N 4.973 1.569 -0.246
C 4.392 1.939 -1.559
H 6.118 0.469 1.495
H 6.234 1.999 2.429
H 7.590 1.476 1.553
H 4.661 0.717 0.197
H 5.107 2.529 -2.132
H 3.453 2.492 -1.542
H 4.207 1.001 -2.084
C 2.961 -2.106 2.596
C 2.699 -1.011 1.566
O 3.613 -0.426 1.030
N 1.405 -0.811 1.364
C 1.037 0.219 0.389
H 3.422 -2.952 2.087
H 2.088 -2.535 3.087
H 3.420 -1.632 3.464
H 0.805 -1.613 1.498
H 1.683 1.095 0.325
H 0.131 0.819 0.473
H 1.043 -0.280 -0.580
C -1.200 -5.262 -0.115
C 0.095 -4.370 0.023
O 0.609 -4.069 1.092
N 0.508 -4.019 -1.139
C 1.833 -3.399 -1.453
H -1.464 -5.313 -1.171
H -2.020 -4.613 0.191
H -1.100 -6.221 0.394
H 0.003 -4.270 -1.976
H 2.616 -3.627 -0.730
H 1.733 -2.318 -1.552
H 2.136 -3.824 -2.410
C -6.966 0.943 1.945
C -6.300 0.378 3.226
O -4.917 0.390 3.092
C -4.169 -0.405 2.382
O -4.619 -1.390 1.782
C -2.623 -0.016 2.390
F -2.508 1.295 2.467
F -2.007 -0.484 3.430
F -1.946 -0.427 1.350
H -6.517 0.554 1.031
H -6.754 2.006 1.828
H -8.032 0.717 1.932
H -6.409 -0.701 3.335
H -6.622 0.827 4.165
C -3.016 1.862 -1.144
C -1.884 1.745 -2.185
O -1.615 2.932 -3.073
C -0.850 2.911 -4.108
O -0.203 1.887 -4.488
C -0.709 4.284 -4.914
F 0.564 4.541 -5.280
F -1.380 4.127 -6.037
F -1.265 5.301 -4.233
H -2.770 2.603 -0.385
H -3.220 0.898 -0.677
H -3.991 2.134 -1.549
H -2.126 0.924 -2.861
H -0.940 1.577 -1.666
*
```

Results
* E: -1956.485082 a.u.
* HOMO energy (alpha / beta): 0.23 / -4.98 eV
* ⟨S²⟩: 0.753

***

Record 5
This record from OMol25 describes a structure of composition C17H31N2PmS at a distorted geometry. The level of theory is ωB97M-V/def2-TZVPD.

Structure (ORCA input):
```
! wB97M-V def2-TZVPD RIJCOSX def2/J DEFGRID3
* xyz 2 5
C -2.405 0.110 -0.889
H -2.842 0.580 -0.046
H -2.454 0.624 -1.848
H -1.683 1.628 -0.388
C -2.584 -1.370 -0.967
H -1.701 -1.936 -1.321
H -2.740 -1.771 0.050
C -3.752 -1.908 -1.794
H -3.834 -2.997 -1.747
H -4.704 -1.521 -1.472
H -3.662 -1.677 -2.848
C 2.461 -0.403 -1.124
C 1.708 -1.387 -1.840
C 0.758 -0.684 -2.637
C 0.905 0.709 -2.401
C 1.938 0.874 -1.443
C 2.467 2.187 -0.953
C 0.160 1.797 -3.102
C -0.224 -1.287 -3.603
C 1.780 -2.861 -1.632
C 3.535 -0.679 -0.115
Pm 0.095 -0.590 -0.186
H 0.108 2.708 -2.494
H 0.595 2.106 -4.070
H -0.870 1.494 -3.343
H 1.708 2.985 -1.067
H 2.763 2.104 0.110
H 3.370 2.585 -1.467
H 3.401 -1.658 0.367
H 4.558 -0.698 -0.528
H 3.550 0.097 0.668
H 0.919 -3.382 -2.078
H 2.678 -3.313 -2.089
H 1.827 -3.129 -0.554
H -1.206 -0.768 -3.589
H 0.124 -1.233 -4.656
H -0.399 -2.357 -3.399
S 0.925 -1.442 2.273
C 0.163 -0.146 3.172
N -0.456 -0.425 4.314
C -0.893 0.625 5.285
C -1.276 1.882 4.532
C -0.187 2.293 3.574
N 0.209 1.136 2.714
H -0.431 -1.387 4.584
H -0.058 0.821 5.980
H -1.731 0.245 5.873
H -1.453 2.690 5.235
H -2.208 1.713 3.988
H 0.693 2.647 4.118
H -0.530 3.070 2.877
H 0.887 1.297 1.976
*
```

Results
* E: -1781.790852 a.u.
* HOMO energy (alpha / beta): -14.48 / -14.45 eV
* ⟨S²⟩: 6.016
* relative energy (zero: lowest compared OMol25 entry of this formula, charge and spin): 87.4 kcal per mole

***

Record 6
This record from OMol25 describes the molecule C17H31NO5. The level of theory is ωB97M-V/def2-TZVPD.

Structure (ORCA input):
```
! wB97M-V def2-TZVPD RIJCOSX def2/J DEFGRID3
* xyz 0 1
C -3.409 -0.294 -4.881
C -2.780 0.082 -3.545
C -1.335 0.545 -3.711
C -0.674 0.911 -2.380
C -1.087 2.293 -1.874
C -0.660 2.561 -0.430
C 0.852 2.487 -0.232
C 1.322 2.978 1.139
C 0.576 2.356 2.320
O 0.453 0.931 2.258
C 1.522 0.202 2.561
O 2.613 0.655 2.792
C 1.185 -1.297 2.653
C 2.478 -2.057 2.966
C 3.009 -1.616 4.310
O 2.333 -1.271 5.242
O 4.339 -1.685 4.366
N 0.485 -1.879 1.527
C -0.941 -1.606 1.486
C -1.572 -2.488 0.408
O -1.001 -2.239 -0.855
C 0.387 -2.472 -0.821
C 1.075 -1.598 0.229
H -2.850 -1.099 -5.352
H -3.413 0.560 -5.556
H -4.436 -0.625 -4.743
H -2.795 -0.782 -2.878
H -3.373 0.874 -3.082
H -0.768 -0.265 -4.176
H -1.297 1.403 -4.387
H 0.410 0.889 -2.510
H -0.941 0.151 -1.644
H -0.656 3.057 -2.526
H -2.173 2.388 -1.930
H -1.010 3.555 -0.138
H -1.146 1.829 0.220
H 1.185 1.457 -0.369
H 1.346 3.092 -0.997
H 2.387 2.762 1.243
H 1.186 4.058 1.215
H 1.094 2.617 3.249
H -0.454 2.712 2.363
H 0.530 -1.391 3.529
H 2.262 -3.126 3.005
H 3.252 -1.877 2.221
H 4.661 -1.374 5.227
H -1.151 -0.550 1.254
H -1.378 -1.848 2.457
H -1.431 -3.545 0.678
H -2.638 -2.276 0.310
H 0.581 -3.530 -0.591
H 0.761 -2.240 -1.820
H 0.946 -0.541 -0.054
H 2.140 -1.831 0.253
*
```

Results
* structure (SMILES): CCCCCCCCCOC(=O)[C@H](CC(=O)O)N1CCOCC1
* E: -1097.352209 a.u.
* HOMO energy: -8.89 eV
* relative energy (zero: lowest compared OMol25 entry of this formula, charge and spin): 0.0 kcal per mole